Computed, not measured: a single C18H16N2O2 molecule, with wB97M-V/def2-TZVPD.

Output
Lowest unoccupied orbital energy in eV: -0.42
Structure (SMILES): O=NCCCc1nc(-c2ccccc2)c(-c2ccccc2)o1
Energy relative to the best compared isomer or geometry (same formula, charge and spin) in kcal per mole: 102.6
Orbital gap in eV: 7.549
Net charge: 0

Geometry as XYZ:
```
38
Properties=species:S:1:pos:R:3:forces:R:3:nbo_charge:R:1
O -5.724 0.501 4.750 2.61 0.20 -2.33 -0.280
N -4.788 0.539 3.924 -2.79 -0.14 2.67 0.146
C -4.283 -0.802 3.607 0.53 0.48 -1.79 -0.334
C -3.411 -0.703 2.329 -0.13 -0.32 0.78 -0.397
C -2.138 0.137 2.556 -0.48 1.21 -0.99 -0.455
C -1.424 0.288 1.242 -0.99 -1.01 0.76 0.504
N -0.801 -0.759 0.842 0.67 0.70 -0.41 -0.475
C -0.328 -0.411 -0.401 -0.21 -0.07 -0.75 0.126
C 0.583 -1.348 -1.087 1.11 0.54 -0.41 -0.098
C 0.424 -2.733 -1.010 -0.18 -0.04 -0.38 -0.143
C 1.264 -3.579 -1.730 1.41 0.68 -0.49 -0.227
C 2.388 -3.053 -2.438 -0.94 0.52 1.01 -0.210
C 2.626 -1.664 -2.410 -0.58 -0.62 0.17 -0.216
C 1.713 -0.823 -1.749 -0.11 -0.88 -0.61 -0.199
C -0.823 0.829 -0.730 1.32 -0.88 -1.67 0.215
C -0.585 1.676 -1.919 0.46 0.36 -0.45 -0.081
C -0.131 1.140 -3.158 -0.56 0.51 0.54 -0.188
C 0.232 1.959 -4.219 -0.33 0.07 0.62 -0.216
C 0.125 3.335 -4.103 -0.50 0.32 0.56 -0.207
C -0.366 3.895 -2.909 0.52 -1.17 0.10 -0.209
C -0.669 3.076 -1.808 -0.06 -0.33 -0.63 -0.188
O -1.547 1.297 0.307 0.04 -0.78 1.69 -0.400
H -5.104 -1.471 3.467 -0.79 -0.35 -0.15 0.222
H -3.748 -1.194 4.439 0.71 -0.05 0.88 0.224
H -3.121 -1.709 2.003 0.09 0.12 0.23 0.227
H -4.014 -0.329 1.499 0.02 0.35 0.14 0.215
H -2.342 1.134 2.927 -0.43 0.10 0.41 0.229
H -1.451 -0.357 3.237 0.00 -0.07 0.01 0.238
H -0.400 -3.140 -0.430 0.10 0.05 -0.11 0.217
H 1.127 -4.653 -1.726 -0.15 0.04 0.09 0.214
H 3.087 -3.712 -2.944 -0.20 0.03 0.02 0.214
H 3.505 -1.269 -2.926 -0.39 0.01 0.23 0.216
H 1.796 0.247 -1.874 0.27 0.03 0.36 0.223
H -0.074 0.083 -3.318 -0.05 -0.38 0.18 0.225
H 0.577 1.521 -5.142 0.05 -0.12 -0.09 0.216
H 0.382 3.943 -4.962 0.00 0.21 0.18 0.215
H -0.428 4.951 -2.777 -0.10 0.60 -0.11 0.214
H -0.984 3.500 -0.857 0.04 0.07 -0.23 0.222
```
Forces are in eV/Å.

***

Computed, not measured: 2 unconnected molecules or ions with the total composition C4H13NOS, with wB97M-V/def2-TZVPD.

Output
Lowest unoccupied orbital energy in eV: 0.77
Structure (SMILES): CCNCCS.O
Energy relative to the best compared isomer or geometry (same formula, charge and spin) in kcal per mole: 36.9
Orbital gap in eV: 9.784
Net charge: 0

Geometry as XYZ:
```
20
Properties=species:S:1:pos:R:3:forces:R:3:nbo_charge:R:1
C -0.528 -0.520 -2.003 0.03 -0.93 -0.66 -0.628
C 0.714 -0.860 -1.208 -0.28 1.59 1.59 -0.214
N 0.568 -0.282 0.190 0.38 -0.25 -0.93 -0.656
C 0.779 1.237 0.306 0.12 -2.89 -0.33 -0.263
C -0.549 1.944 0.323 0.27 1.05 2.29 -0.490
S -1.478 1.257 1.852 -0.35 0.03 -1.19 -0.090
H -0.739 0.533 -2.038 -0.21 0.39 0.30 0.198
H -1.326 -1.108 -1.540 -0.30 0.50 -0.04 0.207
H -0.519 -0.829 -3.048 0.32 -0.24 -0.12 0.211
H 0.828 -1.947 -1.167 0.31 0.21 0.14 0.193
H 1.631 -0.352 -1.510 0.01 -0.51 -0.71 0.189
H -0.361 -0.496 0.531 -0.10 -0.06 -0.01 0.350
H 1.381 1.212 1.205 -0.17 1.21 0.39 0.223
H 1.421 1.523 -0.531 -0.15 0.23 0.00 0.199
H -0.936 2.025 -0.691 -0.85 -0.46 0.46 0.218
H -0.509 2.933 0.786 0.70 0.30 -0.90 0.225
H -2.308 2.312 2.034 0.27 -0.29 -0.17 0.132
O 0.649 -2.870 2.573 -0.04 -0.07 0.05 -0.940
H 0.425 -3.567 1.958 -0.11 -0.41 -0.01 0.459
H 0.859 -2.146 1.981 0.18 0.62 -0.14 0.479
```
Forces are in eV/Å.

***

Computed, not measured: 10 unconnected molecules or ions with the total composition C18H30F4N6O24, with wB97M-V/def2-TZVPD.

Output
Lowest unoccupied orbital energy in eV: -0.30
Structure (SMILES): O=C1OC[C@@H](F)O1.O=C1OC[C@@H](F)O1.O=C1OC[C@@H](F)O1.O=C1OC[C@@H](F)O1.C[N+](=O)[O-].C[N+](=O)[O-].C[N+](=O)[O-].C[N+](=O)[O-].C[N+](=O)[O-].C[N+](=O)[O-]
Energy relative to the best compared isomer or geometry (same formula, charge and spin) in kcal per mole: 26.7
Orbital gap in eV: 10.463
Net charge: 0

Geometry as XYZ:
```
82
Properties=species:S:1:pos:R:3:forces:R:3:lowdin_charge:R:1
O -13.224 30.620 7.720 -0.25 -0.53 0.65 0.164
C -12.800 30.931 8.791 0.75 1.00 -1.99 -0.583
O -12.800 32.193 9.226 -0.72 0.13 0.61 0.048
C -12.422 32.212 10.618 0.34 0.42 -1.45 -0.024
C -11.523 30.974 10.649 0.37 -0.34 0.61 -0.272
F -11.605 30.280 11.821 -0.59 -0.01 -0.11 0.056
O -12.011 30.175 9.576 -0.10 -0.47 1.02 0.132
H -11.946 33.186 10.697 0.34 -0.26 0.64 0.143
H -13.321 32.175 11.230 0.17 -0.34 0.20 0.124
H -10.447 31.101 10.517 -0.15 0.45 -0.34 0.172
O -12.705 28.294 5.021 0.37 -0.42 0.29 0.185
C -12.221 27.209 5.028 -0.13 1.05 -1.14 -0.536
O -11.100 26.853 4.354 0.56 0.58 0.36 0.089
C -10.837 25.467 4.501 -0.30 -0.02 -0.40 -0.052
C -11.919 25.045 5.457 -0.48 -1.24 1.12 -0.287
F -11.419 24.797 6.730 0.23 0.08 -0.34 0.038
O -12.794 26.128 5.585 0.10 -0.86 -0.11 0.118
H -10.926 25.007 3.514 -0.18 -0.08 0.13 0.143
H -9.853 25.209 4.892 0.01 0.53 0.15 0.145
H -12.434 24.124 5.179 -0.28 0.29 -0.04 0.164
O -19.730 27.217 6.968 0.31 0.44 0.03 0.190
C -19.299 27.399 8.054 -0.21 -0.89 -0.33 -0.546
O -19.858 26.859 9.157 -0.43 -0.03 0.99 0.089
C -18.873 26.878 10.176 1.49 -0.36 0.59 -0.051
C -18.050 28.104 9.800 -0.48 0.14 0.28 -0.292
F -16.754 28.043 10.210 0.03 -0.50 -0.30 0.056
O -18.173 28.075 8.395 0.31 0.64 -0.31 0.093
H -19.130 26.831 11.234 -1.17 0.51 -0.31 0.145
H -18.260 25.975 10.081 0.31 0.18 -0.35 0.143
H -18.386 29.079 10.166 -0.36 -0.21 -0.02 0.167
O -19.042 33.283 5.744 -0.30 -0.71 -0.25 0.161
C -18.545 32.199 5.666 1.02 1.77 1.80 -0.578
O -17.719 31.710 6.623 -0.42 -0.17 0.26 0.055
C -17.069 30.536 6.133 0.80 0.56 -0.66 -0.065
C -17.917 30.174 4.896 0.34 -0.12 2.21 -0.254
F -18.823 29.244 5.360 -0.32 0.06 -0.66 0.048
O -18.580 31.381 4.645 -0.63 -1.21 -2.28 0.164
H -16.049 30.835 5.881 -0.02 -0.24 -0.13 0.147
H -17.030 29.769 6.897 -0.37 -0.02 -0.17 0.093
H -17.400 29.753 4.042 -0.13 0.42 -0.21 0.152
C -13.978 23.076 8.673 -0.16 0.23 0.70 0.046
N -14.966 23.253 9.788 -0.01 -0.10 -0.19 -0.416
O -14.833 24.201 10.527 0.00 0.09 0.14 0.055
O -15.876 22.447 9.870 0.18 -0.05 0.12 0.037
H -14.393 23.571 7.799 0.02 -0.18 0.17 0.049
H -13.885 22.004 8.543 0.20 0.06 -0.18 0.107
H -13.079 23.604 8.972 0.13 -0.23 -0.02 0.097
C -16.974 22.902 7.286 -0.16 -0.74 -1.41 0.064
N -16.315 23.024 5.940 0.26 0.80 -0.16 -0.414
O -15.099 23.158 5.932 -0.17 -0.19 -0.20 0.014
O -16.995 23.070 4.941 -0.21 -0.22 0.08 0.082
H -16.778 23.843 7.791 0.01 -0.18 0.23 0.075
H -16.522 22.006 7.702 -0.01 0.38 0.47 0.094
H -18.018 22.714 7.059 -0.08 0.24 0.26 0.105
C -13.805 26.901 11.245 -0.09 1.02 1.24 0.038
N -13.292 26.865 12.664 -0.14 0.26 -0.01 -0.442
O -14.037 26.498 13.547 -0.27 -0.25 -0.08 0.060
O -12.168 27.267 12.849 0.47 -0.07 -0.09 0.061
H -14.867 27.095 11.356 -0.15 -0.69 -0.24 0.082
H -13.524 25.973 10.760 -0.11 0.29 -0.11 0.071
H -13.383 27.828 10.866 0.46 -0.40 -0.48 0.082
C -14.910 28.170 8.071 -0.46 -0.07 -0.20 0.051
N -14.961 26.697 8.194 -0.04 -0.34 -0.73 -0.377
O -16.010 26.103 7.978 0.06 0.06 0.22 0.047
O -13.902 26.142 8.374 0.10 -0.17 0.25 0.058
H -15.925 28.541 7.985 0.25 -0.08 0.03 0.059
H -14.359 28.325 7.144 0.18 0.32 0.19 0.094
H -14.410 28.549 8.955 0.16 0.09 -0.21 0.083
C -17.648 32.461 10.361 0.07 -0.38 0.04 0.065
N -16.286 32.163 9.830 0.42 -0.31 -0.25 -0.403
O -15.366 32.902 10.119 -0.66 0.15 0.10 0.077
O -16.146 31.121 9.214 -0.16 0.06 0.12 0.067
H -17.932 33.493 10.192 0.31 0.08 0.09 0.104
H -17.542 32.205 11.415 -0.28 0.31 0.07 0.105
H -18.351 31.787 9.884 0.09 0.02 -0.11 0.089
C -16.244 26.089 4.615 0.86 -0.97 -0.82 0.049
N -15.770 27.387 4.060 -1.65 1.13 0.20 -0.397
O -15.755 28.302 4.872 0.53 -0.23 0.07 0.032
O -15.611 27.556 2.868 0.36 -0.70 0.34 0.092
H -15.376 25.645 5.102 -0.13 0.12 0.34 0.075
H -16.491 25.421 3.794 -0.13 0.23 -0.11 0.094
H -17.085 26.226 5.284 0.14 0.37 0.06 0.102
```
Forces are in eV/Å.

***

Computed, not measured: a single C5H9NO3 molecule, with wB97M-V/def2-TZVPD.

Output
Lowest unoccupied orbital energy in eV: 0.51
Energy relative to the best compared isomer or geometry (same formula, charge and spin) in kcal per mole: 101.3
Orbital gap in eV: 8.867
Net charge: 0

Geometry as XYZ:
```
18
Properties=species:S:1:pos:R:3:forces:R:3:nbo_charge:R:1
C -0.602 0.128 -0.929 -4.98 1.29 2.23 -0.103
C 0.071 0.001 0.642 4.29 -1.05 -1.94 -0.369
C -0.035 -1.235 1.513 -0.58 0.14 -0.02 -0.604
C 1.328 -0.305 -0.375 1.01 -0.86 3.51 0.816
N -0.475 1.276 -1.692 0.75 -0.12 0.09 -0.794
C -1.710 0.398 0.209 -0.98 0.36 -4.69 0.361
O 2.214 0.724 -0.321 -0.41 0.37 -0.25 -0.703
O 1.641 -1.391 -0.798 -0.51 0.55 -0.25 -0.611
O -2.179 1.529 0.335 0.78 -0.37 0.86 -0.632
H 3.087 0.383 -0.570 -0.20 -0.07 -0.34 0.502
H -0.742 -0.853 -1.369 0.50 0.07 0.11 0.244
H 0.359 0.937 1.113 -0.45 -0.01 -0.14 0.272
H 0.437 1.440 -2.095 -0.02 0.17 -0.04 0.373
H -0.854 2.096 -1.215 -0.09 -0.27 -0.10 0.406
H -2.331 -0.498 0.375 0.74 -0.07 0.90 0.165
H -0.778 -1.060 2.289 0.10 -0.13 0.12 0.223
H -0.359 -2.096 0.928 0.04 -0.01 -0.06 0.231
H 0.929 -1.476 1.960 0.00 0.01 0.02 0.226
```
Forces are in eV/Å.

***

Computed, not measured: 12 unconnected molecules or ions with the total composition C5H33NO11, with wB97M-V/def2-TZVPD.

Output
Lowest unoccupied orbital energy (spin up / spin down) in eV: -3.26 / -7.65
Energy relative to the best compared isomer or geometry (same formula, charge and spin) in kcal per mole: 0.6
Orbital gap (spin up / spin down) in eV: 10.408 / 6.021
Multiplicity: 2
⟨S²⟩: 0.754
Net charge: +1

Geometry as XYZ:
```
50
Properties=species:S:1:pos:R:3:forces:R:3:lowdin_spin:R:1
C 0.149 1.345 -3.622 2.78 2.01 0.52 0.066
N -0.106 1.364 -2.182 -3.60 -1.06 -1.16 0.636
C -0.776 0.155 -1.660 0.94 -1.13 0.72 0.064
C -2.252 0.480 -1.477 -0.09 0.43 -0.20 0.031
C -2.235 1.960 -1.142 -0.32 0.93 0.23 0.025
C -0.918 2.514 -1.762 -0.39 0.61 0.67 0.058
H 0.813 0.559 -3.957 -0.52 -0.71 0.14 0.002
H 0.788 2.250 -3.750 -0.53 -0.26 -0.39 0.011
H -0.749 1.524 -4.210 -0.28 -0.39 0.18 0.030
H -0.601 -0.719 -2.284 0.31 0.26 -0.26 0.003
H -0.308 -0.146 -0.708 -0.13 0.18 0.08 0.027
H -2.726 -0.065 -0.668 0.17 -0.34 -0.03 0.000
H -2.801 0.277 -2.405 0.16 -0.01 0.15 0.003
H -2.282 2.149 -0.046 0.34 -0.36 -0.93 0.000
H -3.110 2.492 -1.529 0.26 -0.08 -0.24 0.003
H -1.057 3.170 -2.628 0.19 -0.02 0.27 0.009
H -0.466 3.071 -0.940 0.64 0.14 -0.30 0.025
H 3.048 -1.264 -1.848 0.10 -0.07 0.16 0.000
H 2.796 -2.690 -1.330 0.18 0.27 0.32 0.000
O 2.966 -2.176 -2.134 -0.31 -0.19 -0.39 0.000
H 2.291 -4.091 0.620 0.11 0.37 0.11 0.000
H 2.199 -2.755 1.437 -0.03 0.01 0.14 0.000
O 2.259 -3.125 0.529 -0.02 -0.71 -0.11 0.000
H -1.137 -0.818 4.611 -0.12 -0.43 -0.36 0.000
H -1.064 -1.302 3.024 -0.48 0.29 0.81 0.000
O -0.604 -0.864 3.809 0.70 0.03 0.35 0.000
H -2.716 1.999 2.515 -0.44 -0.35 -0.54 0.000
H -1.428 1.542 1.987 -0.29 -0.45 -0.22 0.000
O -2.391 1.510 1.735 0.85 0.49 1.38 0.000
H 1.117 -1.266 3.231 0.18 0.11 -0.31 0.000
H 2.161 -0.855 2.050 -0.63 0.14 0.59 0.000
O 1.855 -1.544 2.657 0.51 -0.57 -0.12 0.000
H 1.327 3.109 2.920 0.37 0.12 0.50 0.000
H 1.284 3.709 1.610 0.20 0.53 -0.34 0.000
O 1.849 3.734 2.388 -0.58 -0.58 -0.15 0.000
H 0.091 0.624 3.469 0.17 0.30 -1.12 0.000
H 0.909 1.238 2.157 -0.15 -0.55 0.78 0.000
O 0.227 1.389 2.838 -0.29 0.68 0.05 0.000
H 1.176 -2.932 -2.794 0.28 0.24 -0.08 0.000
H -0.228 -2.702 -3.422 0.12 -0.22 -0.27 0.000
O 0.234 -3.117 -2.690 -0.42 -0.01 0.11 0.000
H 2.894 1.004 0.755 0.13 -0.04 0.72 0.000
H 1.616 0.872 0.064 -0.47 -0.34 0.07 0.001
O 2.013 0.625 0.909 0.73 0.62 -1.19 0.000
H -0.392 -2.746 -0.942 0.04 0.10 0.16 0.000
H 0.584 -2.735 0.229 -0.31 0.34 0.01 0.000
O -0.278 -2.348 -0.059 0.12 -0.21 -0.27 0.005
H -2.436 -0.825 1.671 -0.09 -0.13 0.47 0.000
H -1.542 -1.893 1.080 0.35 -0.60 0.00 0.000
O -2.042 -1.688 1.892 -0.40 0.64 -0.70 0.000
```
Forces are in eV/Å.

***

Computed, not measured: a gas-phase ion, C17H34N (charge +1), with wB97M-V/def2-TZVPD.

Output
Lowest unoccupied orbital energy in eV: -2.48
Structure (SMILES): C#CC[N+](C)(C)CCCCCCCCCCCC
Energy relative to the best compared isomer or geometry (same formula, charge and spin) in kcal per mole: 2.3
Orbital gap in eV: 10.486
Net charge: +1

Geometry as XYZ:
```
52
Properties=species:S:1:pos:R:3:forces:R:3:nbo_charge:R:1
C -1.554 0.135 -1.884 -0.55 -0.04 0.46 -0.160
C -2.443 0.077 -1.085 0.28 0.04 -0.20 -0.019
C -3.531 -0.005 -0.128 -0.33 -0.28 -0.70 -0.311
N -3.129 0.469 1.234 0.00 -0.08 -0.10 -0.198
C -4.270 0.319 2.150 -0.70 -0.11 0.55 -0.417
C -2.753 1.891 1.139 0.33 0.94 -0.02 -0.426
C -1.975 -0.364 1.688 0.88 -0.37 0.46 -0.235
C -1.437 -0.098 3.093 -0.05 -0.11 0.01 -0.424
C -0.038 -0.718 3.203 -0.03 0.26 -0.13 -0.399
C 1.033 0.136 2.513 0.17 -0.25 0.13 -0.390
C 2.214 -0.679 1.987 -0.26 0.12 -0.19 -0.401
C 1.816 -1.650 0.871 0.30 -0.07 0.10 -0.401
C 2.981 -2.019 -0.051 -0.08 0.13 -0.01 -0.387
C 3.444 -0.893 -0.977 -0.28 -0.20 0.03 -0.394
C 2.354 -0.394 -1.924 0.48 0.14 -0.01 -0.393
C 2.916 0.519 -3.012 -0.52 -0.09 0.06 -0.391
C 1.826 1.072 -3.928 0.37 0.06 -0.03 -0.389
C 2.405 1.938 -5.039 -0.23 -0.08 0.09 -0.600
H -0.777 0.182 -2.591 0.49 0.03 -0.44 0.258
H -3.867 -1.043 -0.056 -0.03 0.14 0.20 0.256
H -4.367 0.607 -0.481 0.01 -0.05 0.23 0.255
H -4.538 -0.732 2.250 0.11 -0.02 -0.09 0.236
H -5.133 0.867 1.773 0.11 0.03 -0.11 0.236
H -4.014 0.710 3.132 0.11 0.01 -0.09 0.243
H -2.469 2.278 2.114 -0.05 -0.15 0.00 0.239
H -1.917 2.006 0.450 -0.04 -0.13 0.04 0.251
H -3.594 2.474 0.768 -0.08 -0.15 0.00 0.234
H -2.282 -1.411 1.626 -0.12 0.09 -0.12 0.228
H -1.172 -0.211 0.964 -0.20 0.02 -0.02 0.251
H -1.353 0.968 3.302 -0.06 0.07 0.04 0.211
H -2.091 -0.545 3.842 -0.09 0.09 0.01 0.221
H -0.060 -1.716 2.765 0.00 -0.13 0.02 0.206
H 0.219 -0.833 4.255 -0.03 -0.09 0.01 0.231
H 0.600 0.680 1.669 -0.03 0.09 -0.07 0.175
H 1.400 0.885 3.217 -0.09 0.10 0.00 0.218
H 2.957 0.021 1.605 0.11 0.01 0.05 0.210
H 2.676 -1.231 2.806 0.12 -0.01 0.05 0.210
H 1.427 -2.572 1.308 -0.11 0.01 -0.03 0.204
H 1.017 -1.213 0.269 -0.15 0.02 -0.03 0.179
H 3.825 -2.345 0.560 0.03 -0.12 0.02 0.210
H 2.675 -2.868 -0.667 0.08 -0.07 0.00 0.204
H 4.277 -1.272 -1.573 0.08 0.06 0.00 0.213
H 3.824 -0.053 -0.393 0.11 0.06 -0.02 0.195
H 1.863 -1.252 -2.391 -0.12 -0.04 -0.01 0.194
H 1.600 0.160 -1.357 -0.13 -0.01 0.00 0.176
H 3.637 -0.039 -3.612 0.10 0.01 -0.01 0.203
H 3.449 1.351 -2.546 0.10 0.03 -0.01 0.198
H 1.273 0.240 -4.374 -0.10 -0.03 0.05 0.189
H 1.125 1.672 -3.337 -0.08 -0.05 0.04 0.179
H 1.614 2.326 -5.677 0.01 0.08 -0.11 0.211
H 3.088 1.358 -5.655 0.09 -0.02 -0.10 0.209
H 2.953 2.779 -4.621 0.07 0.11 0.00 0.205
```
Forces are in eV/Å.

***

Respective calculated total energy values: -955.41106, -688.32990, -3237.11751, -476.28271, -1092.41236, -722.60177 a.u..